ORCA calculation (ωB97M-V/def2-TZVPD) on C17H15IKN3 as an isolated structure in a non-equilibrium geometry.

Output
Kohn-Sham gap ... 6.642 eV
E_LUMO ... -0.02 eV
ΔE to the lowest compared entry with this formula, charge and spin ... 17.1 kcal per mole
HOMO level ... -6.662 eV

Atoms and positions in Å:
K 1.0069 0.0769 -0.7240
C -2.4454 1.0128 -1.4476
N -1.2571 0.9030 -0.6266
C -1.4566 1.0852 0.6383
C -0.5065 1.0413 1.6675
C -0.7940 1.2414 3.0360
C 0.4073 1.1414 3.7048
C 1.3680 0.8919 2.7181
N 0.8417 0.8242 1.5018
C -3.3927 -0.1513 -1.2818
C -2.9314 -1.4611 -1.2571
C -3.8167 -2.5153 -1.1245
C -5.1758 -2.2731 -1.0154
C -5.6451 -0.9718 -1.0151
C -4.7545 0.0790 -1.1400
H -2.1283 1.0698 -2.4953
H -2.9897 1.9379 -1.2053
H -2.4711 1.3181 0.9890
H -1.7626 1.4331 3.4618
H 0.5872 1.2281 4.7602
H 2.4311 0.7682 2.8635
H -1.8694 -1.6543 -1.3414
H -3.4478 -3.5315 -1.1111
H -5.8672 -3.0957 -0.9188
H -6.7025 -0.7707 -0.9167
H -5.1172 1.0970 -1.1325
I 3.1061 -2.7430 -0.2672
C 4.3577 -1.0546 -0.4889
C 5.7318 -1.1934 -0.3805
C 6.4983 -0.0496 -0.5403
C 5.8615 1.1634 -0.7662
C 4.4795 1.1743 -0.8514
N 3.7437 0.0797 -0.7375
H 6.1847 -2.1531 -0.1827
H 7.5750 -0.1151 -0.4862
H 6.4227 2.0776 -0.8725
H 3.9284 2.0893 -1.0145

ORCA calculation (ωB97M-V/def2-TZVPD) on a 12-piece molecular cluster, C21H66O12 overall in a non-equilibrium geometry.

Output
Structure (SMILES) ... CC(C)O.CC(C)O.CC(C)O.CC(C)O.CC(C)O.CC(C)O.CC(C)O.O.O.O.O.O
Kohn-Sham gap ... 10.034 eV
E_LUMO ... 0.19 eV
ΔE to the lowest compared entry with this formula, charge and spin ... 0.0 kcal per mole
HOMO level ... -9.844 eV

Atoms and positions in Å:
C -7.8067 1.4522 -1.7494
C -6.6410 2.0450 -0.9724
C -5.3544 1.3275 -1.2131
O -6.5010 3.4383 -1.2835
H -8.1993 0.5531 -1.2587
H -7.5449 1.1481 -2.7632
H -8.6795 2.1108 -1.7802
H -6.8468 1.9544 0.1032
H -4.5043 1.9079 -0.8451
H -5.1378 1.1468 -2.2713
H -5.3222 0.3588 -0.7128
H -7.3936 3.7910 -1.3367
C 0.2539 0.0576 1.5760
C -0.6094 -0.2536 0.3667
C -1.8229 0.6529 0.2589
O 0.2041 -0.0910 -0.7992
H 1.1284 -0.5906 1.6082
H -0.3312 -0.1459 2.4751
H 0.5253 1.1150 1.5354
H -0.9319 -1.2977 0.4726
H -2.4135 0.3631 -0.6122
H -1.4939 1.6920 0.1882
H -2.4603 0.6007 1.1447
H -0.3764 -0.2175 -1.5628
C -6.2016 3.6228 2.7260
C -4.8022 4.1507 2.9291
C -3.8172 3.5038 1.9693
O -4.7876 5.5613 2.8022
H -6.3539 2.5529 2.8595
H -6.5020 3.9135 1.7077
H -6.9299 4.1382 3.3578
H -4.4794 3.9444 3.9546
H -2.9183 4.1210 1.9107
H -4.2741 3.6102 0.9712
H -3.5638 2.4589 2.1127
H -5.0602 5.7744 1.9021
C 2.9098 2.6203 -4.6509
C 2.0067 1.4135 -4.8178
C 2.8131 0.1711 -5.1017
O 1.2344 1.2407 -3.6226
H 2.3109 3.5166 -4.4754
H 3.5469 2.7652 -5.5226
H 3.5364 2.5128 -3.7619
H 1.3269 1.6075 -5.6502
H 2.2720 -0.7656 -4.9411
H 3.7297 0.0933 -4.5125
H 3.1015 0.1314 -6.1591
H 1.7242 1.5979 -2.8585
C 1.4531 -5.9922 1.0735
C 2.3387 -4.7898 1.4685
C 1.5732 -3.5178 1.6970
O 3.1258 -5.1319 2.6147
H 2.0885 -6.6871 0.5264
H 0.5626 -5.6949 0.5232
H 1.1257 -6.5221 1.9714
H 3.0663 -4.6611 0.6658
H 2.2749 -2.7836 2.0995
H 0.7959 -3.6690 2.4514
H 1.1316 -3.1600 0.7666
H 2.5347 -5.1214 3.3739
C 5.7697 1.5843 2.3278
C 4.7988 1.4900 3.4158
C 3.6642 0.5058 3.1284
O 5.4690 1.2530 4.6414
H 6.1248 0.5913 2.0389
H 6.6268 2.2197 2.5480
H 5.3124 2.0010 1.4278
H 4.2256 2.4314 3.4914
H 3.9951 -0.5300 2.9975
H 3.0811 0.7970 2.2560
H 2.9908 0.5434 3.9914
H 4.8251 1.2562 5.3545
C 4.0320 -2.3544 -1.5674
C 4.2689 -1.6825 -0.2141
C 5.2636 -2.3795 0.6598
O 4.6250 -0.3070 -0.4687
H 3.7870 -3.4126 -1.4567
H 4.9193 -2.2625 -2.1966
H 3.1751 -1.8604 -2.0261
H 3.2929 -1.5800 0.2656
H 5.7052 -1.7454 1.4372
H 6.1802 -2.6478 0.1152
H 4.8741 -3.2551 1.1771
H 5.4361 -0.2963 -0.9891
O -2.9890 -2.8954 0.2680
H -3.8778 -2.5381 0.3304
H -2.7177 -2.7274 -0.6453
O -0.8996 -0.2617 -3.4700
H -0.0678 0.2613 -3.5714
H -1.2906 -0.2755 -4.3472
O -2.5793 -2.5049 -2.6971
H -3.4557 -2.2139 -2.9630
H -1.9896 -1.7796 -2.9554
O -1.5464 -2.5986 2.9773
H -2.1440 -3.3321 3.1452
H -1.3885 -2.6530 2.0290
O 2.6174 1.5328 -1.2910
H 3.3736 0.9313 -1.2028
H 1.8780 1.0501 -0.8909

ORCA calculation (ωB97M-V/def2-TZVPD) on one molecule with the formula C4H8ClN2O2P in a non-equilibrium geometry.

Output
Structure (SMILES) ... CN1C[P@@](=O)(Cl)N(C)C1=O
Kohn-Sham gap ... 9.894 eV
E_LUMO ... 0.42 eV
ΔE to the lowest compared entry with this formula, charge and spin ... 0.0 kcal per mole
HOMO level ... -9.470 eV

Atoms and positions in Å:
C 0.7304 -2.2950 1.0517
N 0.2632 -1.1285 0.3376
C 0.0227 -1.2981 -1.0293
P -0.1607 0.8254 -1.6134
O 0.8909 1.4958 -2.3840
Cl -1.9495 1.1757 -2.3336
N -0.3523 1.0699 0.0498
C -0.5639 2.4377 0.4946
C 0.1283 0.0536 0.9264
O 0.3794 0.3922 2.0465
H 1.6420 -2.7092 0.6158
H 0.9291 -1.8794 2.1066
H 0.0211 -3.0052 0.7368
H 0.8468 -1.8687 -1.4317
H -1.0327 -1.6467 -1.4246
H -0.6627 2.4642 1.5349
H 0.3017 3.1243 0.2587
H -1.4338 2.7920 0.0571

ORCA calculation (ωB97M-V/def2-TZVPD) on C27H18Br2ClF6MnN7O2Sb as an isolated structure.

Output
Kohn-Sham gap (spin up / spin down) ... 6.396 / 6.407 eV
E_LUMO (spin up / spin down) ... -1.37 / -1.37 eV
HOMO level (spin up / spin down) ... -7.770 / -7.779 eV

Atoms and positions in Å:
Mn -0.1135 -0.1763 0.1150
Cl -5.5021 0.5283 -4.5657
C -4.0581 0.5749 -3.5981
C -3.4256 1.8050 -3.3636
C -2.2792 1.8690 -2.6170
C -1.7262 0.7070 -2.0418
O -0.6235 0.8296 -1.3486
C -2.3839 -0.5239 -2.2739
C -1.7851 -1.7340 -1.8192
N -0.8332 -1.7428 -0.9553
C -0.0355 -2.8701 -0.6983
C -0.3851 -4.1885 -0.6568
C 0.6133 -5.1620 -0.4124
C 1.9218 -4.8158 -0.2201
C 2.3037 -3.4509 -0.2383
C 3.6186 -2.9663 -0.0456
C 3.8569 -1.6208 -0.0773
C 2.7816 -0.7319 -0.2584
N 1.5506 -1.1503 -0.4350
C 1.3074 -2.4931 -0.4530
C -3.5419 -0.5746 -3.0748
H -3.8598 2.7072 -3.7726
H -1.7946 2.8116 -2.4048
H -2.0988 -2.6731 -2.2774
H -1.4149 -4.4897 -0.7978
H 0.3259 -6.2045 -0.3831
H 2.6746 -5.5734 -0.0442
H 4.4261 -3.6683 0.1243
H 4.8502 -1.2199 0.0639
H 2.9310 0.3408 -0.2449
H -4.0248 -1.5257 -3.2609
Br 1.4830 4.2275 0.8012
C 2.0908 2.8523 1.9275
C 3.0438 3.1603 2.9124
C 3.5196 2.1988 3.7538
Br 4.7999 2.6767 5.0693
C 3.0734 0.8622 3.6401
C 3.5164 -0.2094 4.4481
C 3.0252 -1.4672 4.2421
C 2.0862 -1.6645 3.2095
N 1.6610 -0.6965 2.4426
C 2.1170 0.5603 2.6385
C 1.5812 1.5744 1.7681
O 0.6585 1.3240 0.8768
H 3.3936 4.1797 2.9957
H 4.2450 -0.0175 5.2241
H 3.3509 -2.3021 4.8477
H 1.6767 -2.6528 3.0131
F -2.3973 0.9129 0.6548
Sb -3.0080 2.5918 1.3787
F -4.2854 2.6852 0.0006
F -4.3294 1.6910 2.4314
F -3.5467 4.2196 2.1516
F -1.7563 2.3108 2.7819
F -1.7494 3.4794 0.3044
N -1.1056 0.1353 4.8653
C -2.3215 0.1746 4.2988
N -3.2847 0.9167 4.8331
N -2.6349 -0.5132 3.2071
C -1.7224 -0.9173 2.4130
N -0.9259 -1.2711 1.6345
H -0.8900 0.6527 5.6975
H -0.3975 -0.4614 4.4728
H -3.0883 1.5517 5.5848
H -4.0592 1.1167 4.2073

ORCA calculation (ωB97M-V/def2-TZVPD) on a 8-piece molecular cluster, C34H91N7O10 overall in a non-equilibrium geometry.

Output
Structure (SMILES) ... COC[C@H](C)N.COC[C@H](C)N.COC[C@H](C)N.COC[C@H](C)N.COC[C@H](C)N.COCCNCCOC.COCCNCCOC.CCO
Kohn-Sham gap ... 8.977 eV
E_LUMO ... 0.36 eV
ΔE to the lowest compared entry with this formula, charge and spin ... 16.7 kcal per mole
HOMO level ... -8.613 eV

Atoms and positions in Å:
C -18.5772 -22.9088 8.0999
O -19.7554 -22.2064 8.4176
C -20.2309 -21.3838 7.3784
C -20.6762 -22.1627 6.1505
C -21.4947 -21.2015 5.3060
N -21.5794 -23.2601 6.5719
H -17.7571 -22.2085 7.8849
H -18.6735 -23.6076 7.2624
H -18.2610 -23.4704 8.9738
H -21.1249 -20.8582 7.7254
H -19.5183 -20.5704 7.1660
H -19.8900 -22.4956 5.4745
H -21.0092 -20.2338 5.1150
H -22.4608 -20.8829 5.7214
H -21.7537 -21.5790 4.3127
H -21.3443 -23.4734 7.5409
H -22.5280 -22.9070 6.6489
C -15.9778 -27.2755 16.3154
O -16.6804 -27.4945 17.5327
C -17.9092 -28.1526 17.3398
C -17.8292 -29.6074 17.7695
C -19.1427 -30.3320 17.6125
N -17.3904 -29.6664 19.1951
H -16.6390 -26.6155 15.7247
H -15.7898 -28.1952 15.7645
H -15.1210 -26.6267 16.4804
H -18.6409 -27.6694 18.0053
H -18.3255 -28.0530 16.3326
H -17.0138 -30.0483 17.1719
H -18.9971 -31.4147 17.6515
H -19.6216 -30.1114 16.6574
H -19.8025 -30.0904 18.4457
H -16.5083 -29.1549 19.2335
H -17.0668 -30.6224 19.3411
C -15.3303 -23.5524 14.8274
O -15.3823 -23.3711 13.4297
C -16.0704 -22.2020 13.0307
C -16.1787 -22.2640 11.5129
C -16.8806 -21.0539 10.9187
N -16.8816 -23.4516 11.0436
H -14.4322 -24.1462 14.9960
H -16.2194 -24.0928 15.1700
H -15.2341 -22.6001 15.3572
H -17.0926 -22.2861 13.4506
H -15.5943 -21.2868 13.4042
H -15.1400 -22.3748 11.1972
H -17.7977 -20.8552 11.4820
H -17.1018 -21.1887 9.8670
H -16.2452 -20.1805 11.1027
H -16.5211 -24.2788 11.5111
H -17.8553 -23.3941 11.3392
C -14.4700 -25.9186 9.9683
O -14.3937 -27.2694 9.5501
C -13.2390 -27.5857 8.8146
C -13.3152 -29.0171 8.3267
C -12.2923 -29.3140 7.2717
N -14.6489 -29.4353 7.8524
H -15.3080 -25.4703 9.4288
H -13.5410 -25.3503 9.9216
H -14.7612 -25.8784 11.0259
H -13.1112 -26.8971 7.9573
H -12.3059 -27.4584 9.3874
H -13.1205 -29.6764 9.1812
H -12.2146 -30.3839 7.0898
H -11.3045 -28.9557 7.5772
H -12.5399 -28.8357 6.3200
H -14.8933 -28.7846 7.0994
H -15.3045 -29.1348 8.5741
C -12.9480 -19.5814 16.9625
O -11.9991 -20.6070 17.1985
C -12.5666 -21.8899 17.1407
C -11.6937 -22.8809 17.8841
C -11.7232 -22.6166 19.3917
N -10.3304 -22.8391 17.3380
H -13.4614 -19.6888 16.0019
H -12.3784 -18.6514 16.9096
H -13.6520 -19.5129 17.7957
H -13.5909 -21.9631 17.5215
H -12.5443 -22.2019 16.0834
H -12.1129 -23.8677 17.6665
H -12.6859 -22.9637 19.7866
H -11.6454 -21.5621 19.6603
H -10.9312 -23.1393 19.9310
H -9.9884 -21.9082 17.1374
H -9.6693 -23.2371 17.9929
C -22.2856 -19.6289 10.3811
O -21.3982 -18.5328 10.3602
C -20.0967 -18.8182 10.6968
C -19.2789 -17.5661 10.9396
N -19.5011 -17.0678 12.3217
C -18.9306 -15.7095 12.5530
C -17.4308 -15.7605 12.4542
O -16.9349 -14.4415 12.5839
C -15.7399 -14.2016 11.8722
H -23.2160 -19.3166 9.9155
H -22.4508 -19.9213 11.4258
H -21.9223 -20.5109 9.8397
H -19.5212 -19.3489 9.9092
H -20.0154 -19.5336 11.5317
H -19.6343 -16.8099 10.2206
H -18.2306 -17.8003 10.7752
H -20.5110 -16.9344 12.2859
H -19.2843 -15.4659 13.5528
H -19.3274 -15.0235 11.7935
H -17.1484 -16.1295 11.4627
H -17.0212 -16.3894 13.2519
H -15.0752 -15.0726 11.9395
H -15.2168 -13.3825 12.3626
H -15.9428 -13.9573 10.8259
C -6.8171 -16.8041 17.1353
O -7.3522 -18.0620 16.8483
C -7.9084 -18.1394 15.5532
C -8.3786 -19.5649 15.3125
N -9.4327 -19.6108 14.3221
C -9.9133 -20.9642 14.0576
C -11.1335 -20.8978 13.1790
O -10.7184 -20.4461 11.9153
C -11.7454 -20.4597 10.9556
H -7.6350 -16.0915 17.2986
H -6.1696 -16.4241 16.3403
H -6.2617 -16.9374 18.0612
H -7.1327 -17.8739 14.8081
H -8.6831 -17.3791 15.3730
H -8.7073 -19.9390 16.2851
H -7.5025 -20.1597 15.0064
H -9.1546 -19.1710 13.4539
H -10.1770 -21.4156 15.0115
H -9.1576 -21.5497 13.5141
H -11.9088 -20.2680 13.6387
H -11.5636 -21.9170 13.1397
H -11.4932 -19.8198 10.1161
H -12.6985 -20.2036 11.4208
H -11.8539 -21.4849 10.5613
C -17.5110 -18.9763 17.7367
C -17.8890 -20.0321 16.7254
O -16.6894 -20.5470 16.1376
H -18.4275 -18.4888 18.0685
H -16.9052 -18.2353 17.2142
H -16.9759 -19.4060 18.5790
H -18.4994 -19.5496 15.9553
H -18.4523 -20.8310 17.2174
H -16.9612 -21.2050 15.4906